# 1
A molecular structure, C33H33BGeN6NaO5S. Source: the OMol25 dataset; level of theory: wB97M-V/def2-TZVPD.

The geometry in XYZ format:
```
81
Properties=species:S:1:pos:R:3:forces:R:3
Na 1.26267 -0.88208 0.28966 0.16 0.06 -0.47
O -3.68532 -1.19316 0.60190 0.00 -0.01 0.09
C -2.41719 -0.79554 0.86507 0.05 0.04 -0.08
O -2.03663 0.32790 0.68075 -0.05 0.05 0.17
C -1.61162 -1.93645 1.41993 -0.08 0.06 -0.15
O -0.37321 -1.46168 1.86064 -0.01 -0.18 0.20
C 0.34209 -2.47704 2.57699 -0.31 -0.03 -0.01
C 1.68775 -1.92243 3.05251 0.13 -0.20 0.25
O 2.09230 -2.32918 4.15805 0.00 0.00 -0.09
O 2.25657 -1.15713 2.24132 0.06 0.22 0.19
H -4.05829 -0.51203 0.02533 0.01 0.03 -0.01
H -1.50233 -2.66653 0.60650 -0.01 -0.01 0.07
H -2.17885 -2.39799 2.23885 -0.02 -0.02 0.00
H 0.50877 -3.32754 1.90289 0.04 -0.03 0.06
H -0.24437 -2.81448 3.43723 -0.05 0.05 -0.02
B -1.41454 -3.66532 -2.19785 0.01 0.07 -0.02
N -1.73810 -2.21060 -2.64717 -0.02 -0.05 -0.03
C -1.88303 -1.74623 -3.90062 0.03 0.00 0.00
C -2.13837 -0.38899 -3.83676 -0.03 -0.03 0.00
C -2.12214 -0.11373 -2.45913 0.02 0.02 0.00
N -1.88083 -1.21575 -1.75721 0.02 -0.05 -0.15
N 0.10302 -3.79970 -1.88045 -0.09 -0.07 -0.09
C 1.00957 -4.50869 -2.57444 0.04 0.02 0.06
C 2.23253 -4.39929 -1.94063 0.04 0.02 0.00
C 1.96196 -3.57451 -0.84114 -0.11 -0.06 -0.03
N 0.67829 -3.22157 -0.81320 0.15 0.06 0.18
H -1.65192 -4.40798 -3.13279 0.01 0.02 -0.01
H -2.07415 -3.93086 -1.21611 0.02 0.00 -0.01
H -1.78472 -2.41116 -4.74336 -0.01 -0.01 0.01
H -2.30449 0.29460 -4.65360 -0.01 0.00 0.01
H -2.26186 0.82836 -1.94973 0.00 -0.01 0.01
H 0.71664 -5.03757 -3.46654 0.00 0.01 0.01
H 3.17877 -4.81821 -2.23991 -0.02 0.00 0.00
H 2.63448 -3.20658 -0.08021 0.06 -0.01 0.02
C 3.57458 4.65454 1.30452 -0.02 0.02 -0.03
C 3.96396 3.38226 0.91057 0.04 -0.05 0.02
C 3.20961 2.66760 -0.01040 -0.11 -0.03 -0.02
C 2.04722 3.21379 -0.55746 -0.08 0.14 -0.09
C 1.66349 4.49407 -0.14590 0.06 0.00 -0.02
C 2.41901 5.21135 0.77291 0.03 -0.01 0.00
Ge 0.89929 2.21098 -1.81962 0.15 -0.12 0.21
C 1.51968 2.38201 -3.67153 0.00 0.17 0.04
C 2.55261 3.25404 -4.01143 -0.02 -0.03 0.01
C 2.98726 3.36285 -5.32500 -0.01 0.00 -0.04
C 2.39150 2.59667 -6.31925 0.02 0.03 0.01
C 1.36411 1.72308 -5.99122 -0.02 -0.02 0.02
C 0.93152 1.61567 -4.67582 0.02 0.00 -0.03
C -0.83421 3.17032 -1.78411 -0.02 0.00 -0.05
C -1.43282 3.63513 -2.95762 0.00 -0.01 0.02
C -2.69032 4.22523 -2.93743 -0.02 -0.01 0.02
C -3.37513 4.36102 -1.73724 -0.01 0.02 -0.02
C -2.79447 3.90263 -0.56173 0.02 -0.01 0.05
C -1.54002 3.30914 -0.58694 -0.04 -0.01 -0.06
H 4.16260 5.20648 2.02891 0.00 -0.01 0.01
H 4.85136 2.92841 1.33568 0.00 0.00 0.00
H 3.50295 1.66500 -0.30032 0.04 0.03 0.03
H 0.76051 4.93915 -0.54747 -0.01 0.00 0.00
H 2.10109 6.20229 1.07785 0.00 0.00 0.00
H 3.03404 3.83840 -3.23376 0.00 0.00 -0.03
H 3.79794 4.03905 -5.57337 0.00 -0.01 0.00
H 2.73494 2.67337 -7.34465 0.00 0.00 0.00
H 0.90791 1.10807 -6.75826 0.00 0.00 -0.01
H 0.14357 0.91223 -4.42454 0.04 0.01 -0.01
H -0.91027 3.52678 -3.90185 -0.02 0.02 0.01
H -3.13981 4.57317 -3.86093 0.01 0.00 0.00
H -4.35961 4.81463 -1.71879 0.00 0.00 0.00
H -3.32715 3.99090 0.37831 0.00 -0.01 -0.01
H -1.11685 2.92033 0.33127 -0.01 -0.01 0.03
C 5.19816 -1.90095 1.95527 -0.13 -0.02 0.03
C 5.25565 -1.55350 0.50049 -0.07 0.04 -0.22
C 6.41115 -1.78023 -0.24525 0.02 -0.07 0.17
C 6.35180 -1.46846 -1.58863 -0.02 0.04 -0.16
N 5.28214 -0.96660 -2.17995 0.10 -0.02 -0.01
C 4.19862 -0.76544 -1.39340 0.02 0.05 -0.09
S 2.78587 -0.11544 -2.14990 -0.16 -0.11 -0.06
N 4.16382 -1.04909 -0.07495 0.15 -0.05 0.08
H 6.20417 -2.02431 2.36120 -0.04 0.01 0.03
H 4.64149 -2.82959 2.09897 0.03 -0.05 -0.05
H 4.61829 -1.16724 2.50780 0.02 0.11 0.02
H 7.30354 -2.19637 0.20401 0.00 0.02 0.01
H 7.21763 -1.63073 -2.22993 -0.01 0.00 0.01
```
Forces are in eV/Å.

Properties
⟨S²⟩ = 0.75
Net charge = -2
E_tot = -126382.8645 eV
Relative energy (zero: lowest compared OMol25 entry of this formula, charge and spin) = 5.45 kJ/mol
Gap between HOMO and LUMO (spin up / spin down) = 5.6 / 6.3 eV
2S+1 = 2
HOMO level (spin up / spin down) = -1.7 / -2.4 eV
LUMO level (spin up / spin down) = 3.92 / 3.91 eV


# 2
C3H3NOS in the gas phase. Source: the OMol25 dataset; level of theory: wB97M-V/def2-TZVPD.

The geometry in XYZ format:
```
9
Properties=species:S:1:pos:R:3:forces:R:3
C 1.59949 0.09618 0.40742 -1.15 -0.37 -2.23
S -0.08145 -0.07291 1.04573 0.74 0.49 0.90
C -0.93804 0.02700 -0.39140 3.57 0.86 -6.64
O -0.43231 0.19983 -1.62530 -2.52 -0.80 6.23
C -2.31385 -0.15704 -0.18174 -1.87 -0.14 -0.46
N -3.44219 -0.32943 -0.06706 -0.09 0.00 0.16
H 1.67919 -0.87248 -0.15338 0.61 1.15 0.21
H 2.23924 0.10821 1.24629 0.80 0.14 0.80
H 1.68993 1.00064 -0.28057 -0.09 -1.34 1.02
```
Forces are in eV/Å.

Properties
E_tot = -17530.7836 eV
Relative energy (zero: lowest compared OMol25 entry of this formula, charge and spin) = 111.62 kJ/mol
Gap between HOMO and LUMO = 9.6 eV
SMILES = CSC(=O)C#N
HOMO level = -10.5 eV
LUMO level = -0.94 eV


# 3
C18H20F3N5O in the gas phase. Source: the OMol25 dataset; level of theory: wB97M-V/def2-TZVPD.

The geometry in XYZ format:
```
47
Properties=species:S:1:pos:R:3:forces:R:3
C -1.56741 5.76058 -1.74689 0.34 0.27 1.59
O -1.41353 4.49236 -1.06163 -1.65 0.17 -1.55
C -2.35138 3.57156 -1.44817 2.23 0.16 0.62
C -2.03668 2.31796 -1.12551 0.38 -3.32 0.31
C -2.84030 1.20933 -1.38693 0.16 0.32 1.60
N -2.65548 -0.13362 -0.93570 -0.30 1.19 -0.26
C -1.46578 -0.59264 -0.27506 -0.68 -2.56 0.25
C -1.63047 -1.56335 0.74421 1.27 1.66 0.62
C -0.52433 -2.13183 1.41224 -0.71 0.30 -1.35
C 0.78570 -1.91759 0.98787 -1.27 1.84 -2.77
C 0.92044 -1.10250 -0.18588 -2.34 0.17 1.52
C -0.17835 -0.49434 -0.80052 -1.32 0.78 -0.44
C 2.21390 -0.78855 -0.71270 1.97 0.66 -2.88
C 3.11141 -1.98835 -0.64915 1.32 -0.65 0.41
N 3.20961 -2.35239 0.76609 0.77 0.40 1.07
C 4.45183 -2.91017 1.34118 -0.96 1.47 1.14
C 4.47223 -2.79616 2.88876 -1.51 2.12 0.27
N 3.13578 -3.17583 3.60177 1.15 0.80 0.32
C 2.03596 -2.33608 3.06505 0.74 0.61 -0.09
C 1.96369 -2.59742 1.52751 0.24 -1.37 0.95
N -3.99399 1.52732 -1.89297 -4.37 1.80 -2.06
C -4.31545 2.83501 -2.23208 2.13 -2.01 0.85
C -5.78321 3.16827 -2.75945 -1.50 -2.12 1.09
F -5.82854 3.71700 -3.94505 1.08 2.24 -0.31
F -6.52533 3.80909 -1.79424 1.59 0.94 -0.77
F -6.61681 2.12349 -2.98814 1.09 -1.55 0.67
N -3.42118 3.83703 -2.08348 -4.68 1.05 -1.67
H -1.08780 5.75662 -2.72165 0.23 0.00 0.10
H -1.12440 6.40269 -0.98514 0.39 0.50 -0.74
H -2.59395 6.08752 -1.84418 -0.30 -0.35 -0.08
H -1.15121 2.17120 -0.66100 2.78 -0.41 1.52
H -3.54458 -0.67894 -0.75928 1.60 1.19 -0.46
H -2.59534 -1.65885 1.19159 -0.61 -0.42 0.08
H -0.77823 -2.83241 2.17375 0.16 -0.38 0.67
H -0.19355 0.06841 -1.76043 1.00 -0.38 0.74
H 2.66861 0.05560 -0.16513 -0.07 -0.25 -0.36
H 2.11858 -0.53866 -1.82890 0.09 0.13 1.51
H 4.14278 -1.76068 -1.07532 -1.14 -0.25 0.80
H 2.69837 -2.79891 -1.29323 0.10 0.23 0.32
H 4.65330 -3.88654 1.10859 -0.57 -3.34 -0.63
H 5.41067 -2.55509 0.92870 -0.60 1.33 0.12
H 4.73371 -1.74094 3.14853 -0.62 -0.21 -0.30
H 5.34735 -3.26898 3.27269 0.16 -1.30 0.42
H 3.21721 -2.93120 4.62645 0.24 -0.50 -1.59
H 1.04730 -2.46044 3.61216 1.19 -0.70 -0.91
H 2.21147 -1.25550 3.23768 0.33 -0.10 -0.29
H 1.66735 -3.66310 1.48298 0.45 -0.17 -0.07
```
Forces are in eV/Å.

Properties
E_tot = -36638.4375 eV
Relative energy (zero: lowest compared OMol25 entry of this formula, charge and spin) = 294.44 kJ/mol
Gap between HOMO and LUMO = 8.4 eV
SMILES = COc1cc(Nc2ccc3c(c2)CCN2CCNC[C@@H]32)nc(C(F)(F)F)n1
HOMO level = -8.1 eV
LUMO level = 0.28 eV


# 4
A molecular structure, C12H27NO12PbS2. Source: the OMol25 dataset; level of theory: wB97M-V/def2-TZVPD.

The geometry in XYZ format:
```
55
Properties=species:S:1:pos:R:3:forces:R:3
Pb -0.78790 -1.02255 2.56165 0.92 -0.63 1.50
C -3.51372 2.65748 4.46134 1.09 -2.39 1.09
O -3.12066 1.33277 4.74255 -0.94 1.59 -1.28
H -4.36200 2.86433 3.80886 -0.88 -0.39 -1.04
H -3.86398 3.12244 5.38288 -0.07 0.75 0.90
H -2.71337 3.27870 4.05933 0.56 0.44 -0.15
C 2.68509 3.09564 3.26960 -1.97 -3.04 0.08
O 2.02129 1.89196 3.61649 0.93 2.11 -0.67
H 2.69255 3.83810 4.06761 0.40 0.55 0.72
H 3.67923 2.91841 2.85927 1.14 0.02 0.20
H 2.21147 3.60254 2.42886 -0.65 0.70 -0.77
C -3.90065 -4.88564 1.78543 2.44 0.26 1.50
O -2.73903 -4.56449 2.45892 -0.69 0.86 -0.68
H -3.88059 -4.66605 0.71797 -0.08 -0.03 -1.00
H -3.97938 -5.96034 1.94954 -1.01 -1.04 -0.46
H -4.79171 -4.38728 2.16720 -0.96 0.28 0.33
C -0.61252 -1.42896 -4.59340 -0.38 -2.54 -0.59
C 0.18106 -0.21936 -4.29590 0.04 2.88 1.14
C -0.30299 0.82200 -5.33204 1.47 2.05 -1.27
C 0.06896 2.33015 -5.03010 -0.88 -0.54 1.30
C -0.56785 2.71475 -3.67722 0.40 -0.97 -0.10
C -0.06378 1.75847 -2.52687 -0.89 0.11 -1.75
N -0.22284 0.31309 -2.97256 -0.74 -1.03 2.54
O 0.14244 -0.64729 -1.83124 -0.28 1.98 -2.46
C -0.91283 2.17325 -1.24642 0.59 -1.67 -0.39
C 1.37690 2.12309 -2.38319 1.63 -0.43 0.98
C 1.71634 -0.43216 -4.53596 0.33 0.21 0.56
H -0.35263 -1.90045 -5.54117 0.60 0.36 -0.77
H -1.68055 -1.27487 -4.74723 -0.10 0.36 0.77
H -0.42622 -2.28657 -3.94695 -0.23 0.48 0.79
H -1.34305 0.79885 -5.65740 -0.27 -0.35 0.63
H 0.26754 0.60832 -6.23588 0.02 -0.33 -0.52
H -0.33036 3.09738 -5.69344 -0.18 -0.43 -0.92
H 1.14517 2.50219 -5.01376 0.07 -0.25 0.07
H -1.65001 2.68983 -3.80536 -0.27 -0.34 0.12
H -0.34317 3.75598 -3.44600 0.25 0.15 0.28
H -1.96472 1.93890 -1.40991 -0.15 0.41 -0.41
H -0.73838 3.20224 -0.93204 -0.07 0.19 -0.45
H -0.71881 1.57993 -0.35287 0.63 -0.23 -0.23
H 1.82379 1.40183 -1.69897 -0.06 0.37 0.76
H 1.51095 3.16882 -2.10644 0.08 0.03 0.60
H 2.05537 1.98222 -3.22457 -0.60 -0.03 -0.70
H 2.23070 0.50119 -4.76482 -0.30 0.30 -0.55
H 1.92927 -1.15209 -5.32619 -0.11 -0.07 -0.24
H 2.30793 -0.72446 -3.66838 -0.74 -0.53 0.45
S 3.16554 -4.45593 3.43823 -0.69 0.65 2.53
O 2.43997 -3.22001 3.06397 -1.73 0.74 -1.43
O 4.16466 -3.88119 4.34145 1.90 -0.33 1.05
O 2.30117 -5.40890 4.18392 0.36 -0.13 -1.07
O 3.83813 -5.06315 2.29580 0.46 -1.27 -1.80
S 0.79068 -2.06174 7.70535 0.40 -1.50 0.26
O 0.80370 -3.52149 8.09128 -0.14 0.69 1.15
O 2.16123 -1.57181 7.54917 0.86 0.85 1.61
O 0.25158 -2.07110 6.36186 -2.18 0.30 -2.51
O -0.07874 -1.25710 8.62752 0.67 -0.21 0.31
```
Forces are in eV/Å.

Properties
Net charge = -6
E_tot = -65822.6347 eV
Gap between HOMO and LUMO = 1.0 eV
HOMO level = 8.3 eV
LUMO level = 9.36 eV


no.,strongest force on any atom (eV/A)
1,0.50
2,7.59
3,5.15
4,3.63